Density functional theory data (ωB97M-V with the def2-TZVPD basis set) for the ion C3H6NO2 with charge -1 in a non-equilibrium geometry.

SMILES = O=CNCC[O-]
Molecular weight = 88.09 g/mol
Gap between HOMO and LUMO = 7.4740 eV
E_tot = -8792.496 eV

```
! wB97M-V def2-TZVPD RIJCOSX def2/J DEFGRID3
* xyz -1 1
H 1.6541 -0.7906 0.2812
O 0.5358 1.8512 0.3102
H 1.9286 1.0997 -1.0903
H -0.2603 0.5319 0.9895
O -2.1415 -1.8075 1.3120
H 0.5292 -1.0939 -1.1485
C -1.6063 -0.8429 0.8153
N -0.2798 -0.5114 0.7656
C 0.8977 1.0307 -0.6736
H 0.2494 1.1150 -1.5955
H -2.2656 -0.0945 0.3011
C 0.7586 -0.4875 -0.2670
*
```

***

Density functional theory data (ωB97M-V with the def2-TZVPD basis set) for a structure of composition C50H39AsN7O4S2Tl in a non-equilibrium geometry.

Molecular weight = 1145.35 g/mol
Gap between HOMO and LUMO (spin up / spin down) = 5.4461 / 4.2427 eV
E_tot = -158301.857 eV

```
! wB97M-V def2-TZVPD RIJCOSX def2/J DEFGRID3
* xyz -2 1
N 10.9940 11.1943 6.8158
O 12.8244 16.3954 22.3565
H 14.6417 11.5173 20.3767
H 11.4833 14.4437 12.9666
C 7.0353 10.5483 18.9519
C 10.2348 12.4893 11.5509
H 6.6065 20.1826 22.3007
N 12.5850 13.7989 24.4405
C 8.2829 18.0102 20.8514
C 17.9583 8.9904 25.5178
C 18.8163 9.4956 26.5635
C 10.2759 12.3844 10.1704
H 12.2367 9.8135 12.1179
H 11.2312 16.1004 15.2074
C 10.9367 11.5132 12.3266
S 9.9188 14.3155 24.4288
C 11.1642 9.3860 26.0883
C 10.9690 11.2802 7.9729
N 9.3714 10.6602 19.2890
H 5.8596 18.5323 22.4988
H 6.2018 10.3758 18.3431
C 7.8697 11.2134 21.0691
As 15.4583 8.5894 24.2141
O 7.1830 18.8129 20.8367
C 18.3470 9.6357 27.8593
H 10.6555 16.1015 19.2952
H 10.8815 7.2771 15.5513
C 16.5541 9.0120 25.8259
H 12.2580 9.6782 9.7361
C 13.7006 9.0989 24.9428
H 15.0319 9.2495 27.3077
H 13.4574 7.0322 25.1066
C 16.3126 11.5351 23.8909
H 12.2715 10.2881 21.6870
C 11.0112 11.6186 13.7608
H 10.3921 17.3537 23.5381
O 7.8590 18.6642 22.9942
C 10.7764 12.9471 14.4073
H 11.6736 10.4375 20.0344
C 10.6867 9.2183 14.3516
C 13.2187 10.3767 25.2801
C 11.3137 13.5142 23.9766
C 10.1420 16.7221 20.1118
N 10.1365 12.1173 22.4396
H 5.7225 11.1812 20.5443
H 19.0752 9.8380 28.5909
H 12.4001 11.8697 20.7601
C 16.9955 9.4897 28.1809
H 15.6817 13.6473 21.2855
C 11.0326 8.3580 15.4063
H 10.1451 8.8717 13.4657
C 11.7492 10.9960 20.9227
C 15.7627 10.3324 23.3365
N 11.3047 12.4478 23.1696
C 11.6880 8.1111 25.8486
H 9.6306 13.2757 12.0574
C 11.8341 9.0933 16.2544
H 13.7628 11.3191 25.1029
C 9.0462 17.5490 19.8122
C 10.5861 16.6638 21.4055
C 8.3038 10.3584 18.5403
C 15.0630 11.6206 21.3895
C 10.3466 11.4065 21.3442
C 12.9628 7.9750 25.3267
H 11.4642 11.4344 25.9045
H 8.9452 17.6172 18.7275
C 11.9017 15.9725 21.5736
H 14.6705 9.5024 21.6850
C 16.1653 12.7869 23.2268
H 16.5342 13.6959 23.7752
H 16.9531 11.4936 24.8225
H 13.3602 13.5809 23.8576
H 19.8889 9.6157 26.3990
N 10.4576 12.9677 15.7815
C 9.9828 17.2913 22.5077
C 9.1869 11.0432 20.5459
C 15.6259 12.7837 21.9381
C 6.7831 19.0680 22.1901
H 11.1210 7.2670 26.2029
C 11.8939 10.4843 25.7395
S 18.5996 8.4830 23.9888
N 11.9483 10.3677 15.7022
C 10.8781 11.3320 9.4384
H 9.7485 13.8939 17.7503
H 9.8539 13.2082 9.6208
H 8.5131 10.0089 17.5463
C 11.5455 10.4800 11.6023
H 7.7849 11.4967 22.1187
C 11.5459 10.3757 10.2689
C 11.1517 10.4409 14.6371
O 10.1911 14.6751 17.3145
C 10.4921 14.2673 16.0539
H 10.1568 9.4322 26.4833
C 8.7684 17.9043 22.1807
C 16.1248 9.2390 27.1532
H 16.6463 9.8383 29.1877
C 6.7883 11.0448 20.2539
Tl 12.4068 11.8769 17.3416
C 11.2258 14.2242 13.9585
H 12.7173 14.6931 24.9309
H 12.3555 8.7372 17.1618
C 10.9907 15.0452 15.0457
H 12.1238 11.9347 22.8842
C 15.1380 10.4304 22.0818
*
```

***

Density functional theory data (ωB97M-V with the def2-TZVPD basis set) for a cluster of 11 separate species, C64H58F10NO4 in total in a non-equilibrium geometry.

Molecular weight = 1095.15 g/mol
Gap between HOMO and LUMO = 5.6637 eV
E_tot = -104161.877 eV

```
! wB97M-V def2-TZVPD RIJCOSX def2/J DEFGRID3
* xyz -1 1
C 9.0394 -3.4488 -0.1567
C 2.4076 -2.7051 2.9371
H 4.4546 0.2272 -0.1259
H 2.3263 -1.7389 2.4553
C 9.0021 3.1123 -5.6179
C 8.8030 1.5521 -7.4078
H 9.0590 2.3630 -9.3760
C 2.1687 1.1249 7.0414
H -9.8890 0.4461 -0.5744
F 0.2424 -2.4373 3.8205
C 1.3559 -3.1855 3.6920
C -6.3292 -0.2750 -1.0863
H -12.1338 3.4376 -0.8570
H -6.3793 0.7509 -1.4263
H 6.1235 -4.8241 1.9602
C 5.3336 2.9461 -1.9489
H -13.1990 1.4430 0.9578
H -6.8902 3.4155 4.4819
H -5.2843 -0.1935 2.8762
C 3.2803 0.7641 7.7907
H -3.1772 0.1681 4.1453
C -0.5996 2.7276 0.9355
C 9.1653 2.1349 -1.9368
C 3.5545 -3.4769 2.8107
O -14.2214 2.5261 -1.9095
C -1.6255 1.8399 0.6473
C -5.1600 0.6728 3.5137
C 4.4815 0.2512 5.7711
C -7.6213 -4.7695 -4.9663
H 8.6283 0.5445 -7.7601
C -4.8999 2.9074 5.1453
C -5.2278 -0.7235 -0.3674
C -3.8576 1.9939 5.0463
O -9.3284 3.9936 0.1341
C 4.4359 0.3302 7.1552
H -0.4072 -0.9208 2.1776
C 9.2774 0.8324 -1.4924
H -4.8006 3.7755 5.7837
C -13.3741 2.2234 0.2223
H -11.3788 0.0877 0.3554
H -10.6928 2.1833 1.3120
H 1.2664 1.4591 7.5355
H 12.0901 3.3257 -0.7192
C 4.3787 1.2015 -0.5911
C -6.0702 2.7121 4.4258
O -13.9148 1.5611 -0.9187
F 5.7247 -2.4860 0.9193
C -7.3046 -2.4431 -0.9190
H 4.3899 -3.1048 2.2231
H 10.4351 -0.6195 -0.4349
H -10.7645 -3.5851 -4.5525
H 2.3917 1.5928 0.1590
H 10.1022 4.0581 -1.9879
H 7.7761 -1.7306 -0.4644
H 3.2467 0.8206 8.8707
H 9.8569 -3.0554 -0.7468
C -0.4456 0.1025 1.8307
H 8.1857 -6.1734 1.6605
C -8.7612 -4.3140 -4.3179
C 9.0433 2.5750 -8.3152
H -4.3136 -2.3897 0.6290
C 3.6236 -4.7177 3.4350
C -5.1732 -2.0394 0.0720
C 5.4343 1.6976 -1.3470
C 9.1508 -4.6976 0.4395
H 4.0751 4.6694 -2.2638
H 6.3344 1.1110 -1.4688
C -3.9891 0.8794 4.2291
C 7.8814 -2.7014 -0.0007
C -1.5336 0.5393 1.1026
H -8.2351 -0.8074 -1.9321
C -10.9141 2.1840 0.2464
C 10.3789 0.4070 -0.7742
H 5.3036 0.0520 7.7382
C 6.8530 -3.2160 0.7619
H 4.5135 -5.3252 3.3375
H 0.5680 -4.7528 4.9088
F -8.3269 -3.2888 -1.1880
C 2.2101 1.0578 5.6566
C 3.2240 1.9552 -0.4302
C 11.3958 1.3082 -0.5006
C 0.5064 2.3046 1.6610
O -9.4618 2.6249 -1.6271
H 1.3065 3.0006 1.8794
C 9.2623 3.8687 -7.8623
C 4.1779 3.6980 -1.7979
C -9.7829 3.0129 -0.4681
H -8.7797 -4.2508 -3.2396
F 3.4100 0.5459 3.6980
H -4.4191 -0.0480 -0.1510
C 9.2374 4.1442 -6.5029
F -2.5365 -0.3192 0.8359
H -6.2037 -3.9363 0.1411
H 1.3565 1.3419 5.0545
C -9.8748 -3.9380 -5.0564
C 11.2974 2.6220 -0.9368
C -10.9004 0.7742 -0.3522
C 6.9458 -4.4529 1.3670
F 2.0226 3.9247 -0.8911
C 2.5535 -5.1840 4.1860
H 8.6079 1.0342 -5.3223
C -6.2216 -2.9090 -0.2004
F -8.6846 -4.5524 -8.4155
C 0.5841 0.9910 2.1054
H -13.3886 2.6009 -2.3974
H 10.0542 -5.2793 0.3116
H 6.1557 3.3349 -2.5360
C 8.1032 -5.1988 1.1984
H -14.1223 2.8867 0.6707
H -0.6631 3.7512 0.5926
F -7.3116 1.3979 2.9303
H 9.4530 4.6657 -8.5682
C 8.7863 1.8185 -6.0468
H 12.2661 0.9837 0.0538
F 8.9813 3.3728 -4.2922
H -2.9439 2.1522 5.6052
H 5.3692 -0.0918 5.2559
C 10.1822 3.0341 -1.6512
C 3.3672 0.6189 5.0451
H 9.3974 5.1471 -6.1296
H -6.7511 -5.0582 -4.3919
H -10.7057 -3.7158 -7.0355
H -2.4917 2.1497 0.0771
H 1.4446 0.6582 2.6664
H 2.6083 -6.1514 4.6674
C -8.7101 -4.4735 -7.0668
C -6.1837 1.5942 3.6211
H 8.2962 2.4363 -2.4919
C -7.5938 -4.8559 -6.3512
C -7.3728 -1.1410 -1.3688
C -9.8509 -4.0124 -6.4421
N -12.1545 2.9421 0.0218
C 1.4105 -4.4121 4.3217
C 3.1429 3.1911 -1.0394
H -6.7174 -5.2150 -6.8749
F 8.2852 -0.0451 -1.7651
H -11.4480 0.7004 -1.2859
*
```

***

Density functional theory data (ωB97M-V with the def2-TZVPD basis set) for a cluster of 20 separate species, C55H150O20 in total in a non-equilibrium geometry.

Molecular weight = 1131.79 g/mol
Gap between HOMO and LUMO = 9.4778 eV
E_tot = -100416.333 eV

```
! wB97M-V def2-TZVPD RIJCOSX def2/J DEFGRID3
* xyz 0 1
H -6.4658 -2.1941 1.3287
C -0.0298 -4.7726 2.4871
H -3.5200 4.5210 -2.9389
C 0.2042 -0.9660 0.2430
H -4.6697 -3.3805 -1.4991
H -5.3030 6.2568 -3.8242
H -2.9843 -2.6070 2.7272
H -1.3549 2.6146 2.8978
C 0.3533 3.1268 -3.3438
H 3.5069 0.5548 -3.3022
H -4.1196 2.4982 6.3035
H 1.2855 -1.5356 4.8867
O 5.2354 -0.0406 -3.8691
H -0.5119 1.5513 -2.3157
H 4.3087 1.1971 0.9189
O 4.0283 -2.5580 3.9643
H -4.3650 3.9147 -0.2329
H 0.0534 -1.1448 3.7144
H 3.6805 -3.4500 4.0532
H -0.8323 -5.2897 2.0039
H -4.1926 1.3201 5.0534
H 7.3781 -1.5003 -3.3730
C -1.9387 2.0169 3.6167
O 3.2799 1.8936 5.3212
C 1.2944 -5.3630 1.9771
H 7.0420 0.9679 -3.6272
C 1.2646 -5.0185 -3.2657
H -2.8426 -5.0723 1.7305
O -2.5083 6.1462 2.4740
H -3.8636 2.2753 -0.6244
H -5.5857 -0.9857 4.2218
H 3.2191 2.2327 -0.0499
H -0.2416 4.7880 3.4071
H 2.1779 -2.1445 3.0476
C 1.1629 1.9830 2.2162
O -1.7629 -2.4255 -0.0684
H 1.3614 -4.3444 -4.1186
H 3.0613 2.6825 4.7958
C -1.0343 3.3612 -1.2672
H 6.1222 0.3991 6.1267
H 6.2895 -6.8199 -1.1555
H 0.5907 4.2018 -3.1223
H 0.7853 -3.9332 -0.8066
H -1.3576 -6.5862 0.2373
C 2.9658 -1.5284 -2.1701
H 4.3703 -3.5298 -0.7474
C 5.4730 3.1259 5.3557
H -0.0626 -5.0043 3.5286
C -4.7330 2.9050 -0.4049
H -0.9031 -3.4997 -4.0064
H -0.9962 0.6491 -5.3482
H -6.1104 1.4003 0.4165
H 0.9192 0.1668 4.5439
H -2.6553 1.3702 3.0473
H 2.8277 3.8772 1.7120
C 6.3196 0.3431 -3.0833
C 3.0825 5.5723 -0.6227
C 0.0204 -4.7059 -2.4548
H 2.0567 -5.8615 0.2414
C 5.7406 1.1399 -1.8524
H 2.1857 -5.0668 -2.7074
H -0.6458 4.3848 -1.1745
H 2.4762 6.2654 -1.2182
H -2.7006 -4.6482 0.0814
C -4.8278 -1.4507 2.5769
H -1.2320 2.9929 -0.2543
H 0.9018 -1.8201 0.1610
H 4.4503 5.5859 1.0493
C 3.2715 1.4440 0.7177
H 6.2611 -1.4108 -1.9761
H 0.9266 2.5744 3.1216
H -2.3698 0.0487 0.8612
H -5.4964 -0.9496 -0.7406
C -5.5892 2.3410 0.6989
C -1.0614 6.6193 0.6148
H 4.7811 5.7964 -1.8104
H 0.8029 2.5598 1.3178
H -6.0581 4.1812 -3.1338
H -2.7750 1.4379 6.1140
O -5.5632 -0.5295 3.3825
H -6.0605 2.3700 -4.6396
C -3.5000 2.0342 5.5486
C 0.4794 -0.8415 4.6607
H 3.1381 -1.3285 0.9995
H 4.9979 1.4304 4.2750
H -1.6402 4.6372 1.3324
H -2.0326 -0.7945 -7.2664
C 4.1023 4.9291 -1.5915
C -0.0338 2.4946 -2.0181
H -0.0246 6.5281 3.1633
H -5.9517 -3.4450 -2.8416
C -6.0591 3.3943 -5.0404
H 7.0657 -6.6967 0.4384
C -2.4412 -0.6295 -6.2786
H -2.2901 -1.5351 -4.3279
O -3.6165 3.7473 3.8146
H -1.7934 6.6543 -0.1712
C 3.8002 6.2820 0.4961
H -5.4083 3.3651 -5.8747
O -3.8501 -0.7366 -6.5308
C -2.7420 2.9352 4.5594
H 0.7612 0.9657 2.2464
C 4.6856 1.7692 5.2681
H 6.5556 1.5437 -1.2982
H 3.1964 -0.7823 3.3589
H -4.4811 -0.8868 1.7329
H 1.0866 -0.5449 -2.5484
H 5.9158 -4.4694 0.7676
C -1.9834 0.7210 -5.7695
H 2.9784 -1.3921 -4.8967
C 5.5519 -5.1987 0.0100
H -2.9843 -0.0462 -0.7575
O 3.2169 3.2603 2.3626
H -6.3921 -2.9758 2.8721
H 5.5093 -0.5638 -4.6361
H 4.6798 -6.3917 1.3888
C -5.0047 -3.0615 -2.5397
C 5.1553 0.8674 6.4128
H 5.2438 0.3567 -1.2923
H 0.0442 -3.6961 2.3219
C 1.9538 -1.2294 -4.4194
H -6.3622 -1.3770 -4.0483
H 3.6580 4.5173 -2.4954
H -3.9170 -1.2344 -2.7040
H -0.7631 7.6246 0.8840
H -2.5882 -7.5288 1.1496
C -2.4329 -6.7268 0.4253
C -3.1583 -5.3997 0.7257
O 2.5947 0.7059 -3.0269
H 1.9562 3.9513 -0.6383
H 3.0797 1.3169 2.8698
C -1.1366 -1.1974 -0.4258
H -7.1099 3.6312 -5.2948
H 5.3562 1.4619 7.2972
H -2.7803 5.3405 2.9634
H 5.3557 3.7019 6.2822
H 4.8098 -1.6390 1.6605
H 6.5397 2.8660 5.2422
O 0.0108 -0.6396 7.0448
H -1.6111 0.9680 -0.4524
C -2.0595 -1.7960 -5.3835
H -2.0615 -4.1071 -2.8573
H -3.2019 -1.1924 3.8881
H -4.7006 -5.4695 -0.4189
O -5.3969 -1.2935 -4.0855
C -2.0479 0.0175 -0.1776
C 2.0845 -0.6320 -3.0312
O 0.2275 -3.6462 -1.5499
C -4.0211 3.9504 -3.7147
H 5.1285 1.9692 -2.1704
C -1.3772 5.6418 1.7639
H 4.4619 7.0069 0.0697
H 1.5066 -2.1972 -4.4124
H 2.4790 -2.4830 -1.9379
H 3.9376 -1.6725 -2.6595
C 3.2250 -1.8304 3.0519
H -1.2657 1.3655 4.1726
H -0.1645 6.2825 0.1134
H -0.1717 -5.5942 -1.8578
H -3.9628 3.2282 3.0702
C -5.7656 -2.5586 2.0736
H -0.9646 -1.9659 -5.4426
H -0.8941 -1.1808 -1.4817
H 2.7941 0.5265 0.4355
H -1.1358 -3.1012 -0.3576
O 2.2380 4.6185 -0.0250
C 2.6819 1.9557 2.0895
O -4.5407 -5.4310 0.5427
C -0.5384 -0.9315 5.7893
C -0.1482 5.5741 2.6472
H 3.1606 -1.0249 -1.2118
O 1.1012 2.3020 -1.1469
H 7.8265 -0.6592 -1.8608
H -4.3110 -3.4916 -3.2841
H -0.9894 -1.9287 5.7852
H -3.3300 4.0520 -4.5907
H -5.2790 1.4632 2.4207
H 0.6213 -0.0485 -0.1730
H 7.4523 -5.4995 -0.8454
H 1.7060 1.6849 -1.5925
H 4.4673 -4.9124 -1.8371
H -0.5673 3.1750 -3.9749
H 0.7413 5.2650 2.1147
C 6.6584 -6.1221 -0.3933
H -4.3162 -0.8791 -5.7003
C 7.0320 -0.8685 -2.5233
H -2.0772 3.5621 5.1479
H -5.2226 -3.3731 1.6175
H -4.0602 -2.7428 4.1333
H 5.8734 -3.8635 -1.6097
H -1.3577 -0.1757 5.5556
H 3.1901 6.7528 1.2554
H 4.5089 0.0159 6.6415
H -5.8388 0.2873 -2.0103
H -2.7754 -7.0323 -0.5814
H 1.5198 -6.3372 2.3997
O 4.3751 -5.9236 0.5925
H 0.5142 0.1778 6.9296
O -5.5338 5.6454 -4.5018
C -1.1189 -4.3727 -3.4144
H 3.8208 -2.9362 1.2630
C 5.0483 -4.3130 -1.0855
H 1.1992 2.6712 -3.8740
H 4.6894 4.1574 -1.1158
H -2.6438 1.0538 -4.9602
C -5.4482 4.3318 -4.0003
C -4.9450 -1.5417 -2.7148
H -5.2932 2.9318 -1.3359
H 1.4568 -0.4879 -5.0900
C -3.6998 -2.0477 3.3668
H 1.1871 -6.0347 -3.6698
O -4.7385 2.0576 1.8809
H -6.3908 3.0673 0.9643
C 3.7588 -1.9683 1.6784
H -1.9698 1.4664 -6.5459
H -1.2816 -5.2291 -4.0342
C -5.8973 -0.8022 -1.7645
O 1.2683 -5.4364 0.5457
H -3.9337 2.8964 -3.5011
H -6.9051 -1.1975 -1.7815
H 0.0336 -0.9275 1.3237
H -2.6072 -2.6900 -5.5988
H -1.9997 3.2816 -1.7884
H 2.1739 -4.7615 2.3096
H 5.2163 3.7465 4.5055
*
```

***

Density functional theory data (ωB97M-V with the def2-TZVPD basis set) for a cluster of 2 separate species, C4H13N2P in total in a non-equilibrium geometry.

Molecular weight = 120.14 g/mol
Gap between HOMO and LUMO (spin up / spin down) = 7.0985 / 7.2491 eV
E_tot = -16622.564 eV

```
! wB97M-V def2-TZVPD RIJCOSX def2/J DEFGRID3
* xyz 0 1
H -3.7422 0.1904 -0.5582
P 0.1043 0.5912 -0.2436
H 0.0530 -0.3061 1.7179
H -2.2149 -1.0261 -1.0371
C -2.9470 -0.5683 -0.2643
H 0.1188 -2.6533 0.5858
H 1.4954 -0.2440 -2.0925
H 1.6755 1.5393 -1.8440
H 2.5840 0.3172 -0.9409
H 1.2904 -1.6810 -0.3623
H 1.7172 -2.1674 1.2928
C 0.9546 -1.8815 0.5948
H 0.9601 1.8358 1.5938
N 0.6908 -0.4585 0.9292
C 1.6374 0.6134 -1.3313
N -2.2276 0.0870 0.6580
H -3.4162 -1.5076 0.0523
H 0.6708 3.0292 0.2407
C 0.3136 2.1180 0.8092
H -0.5851 2.3725 1.3989
*
```

***

Q: What is the E_tot in the fifth record?
A: -16622.564 eV